A molecular structure, C2H3NOPS at a distorted geometry. Source: the OMol25 dataset; level of theory: ωB97M-V/def2-TZVPD.

Geometry as ORCA input:
```
! RIJCOSX wB97M-V def2-TZVPD def2/J DEFGRID3
* xyz 1 1
C 0.40 -1.92 -0.55
C -0.14 -0.58 -0.24
N 1.40 -2.52 -0.10
O 1.88 -3.57 -0.11
P -0.84 -3.08 -1.56
S 0.31 -4.62 -1.38
H -0.14 0.14 -1.03
H 0.24 -0.27 0.68
H -1.15 -0.70 0.00
*
```

Values from the calculation:
- LUMO energy (eV) = -7.13

C2H3NOS in the gas phase at a distorted geometry. Source: the OMol25 dataset; level of theory: ωB97M-V/def2-TZVPD.

Geometry as ORCA input:
```
! RIJCOSX wB97M-V def2-TZVPD def2/J DEFGRID3
* xyz 0 1
C 1.15 -0.32 -2.16
C 0.13 -0.05 -0.06
N 1.34 0.15 -0.96
O 2.39 0.65 -0.41
S 0.83 -1.18 -3.47
H 0.28 -0.90 0.54
H 0.24 0.65 0.83
H -0.82 0.06 -0.60
*
```

Values from the calculation:
- LUMO energy (alpha / beta) (eV) = -1.07 / -1.07

C2H3NOS in the gas phase at a distorted geometry. Source: the OMol25 dataset; level of theory: ωB97M-V/def2-TZVPD.

Geometry as ORCA input:
```
! RIJCOSX wB97M-V def2-TZVPD def2/J DEFGRID3
* xyz 0 1
C -1.10 0.13 -0.66
C 0.44 -0.62 -0.27
N 1.00 0.18 0.69
O 0.78 -1.69 -0.71
S -1.60 1.50 0.04
H -1.86 -0.17 -1.43
H 0.62 1.06 1.09
H 1.72 -0.39 1.24
*
```

Values from the calculation:
- LUMO energy (eV) = -0.89
- SMILES string = NC(=O)C=S

C2H3NOS in the gas phase at a distorted geometry. Source: the OMol25 dataset; level of theory: ωB97M-V/def2-TZVPD.

Geometry as ORCA input:
```
! RIJCOSX wB97M-V def2-TZVPD def2/J DEFGRID3
* xyz 0 1
C -0.46 -0.04 -0.15
C 0.73 -1.04 -0.11
H -0.95 1.69 0.38
H 0.71 1.62 -0.10
H 0.30 -2.04 -0.13
N -0.19 1.21 -0.04
O 1.88 -0.70 0.12
S -2.01 -0.70 0.04
*
```

Values from the calculation:
- LUMO energy (eV) = -0.87
- SMILES string = NC(=S)C=O

A molecular structure, C2H3NOS at a distorted geometry. Source: the OMol25 dataset; level of theory: ωB97M-V/def2-TZVPD.

Geometry as ORCA input:
```
! RIJCOSX wB97M-V def2-TZVPD def2/J DEFGRID3
* xyz 0 1
C 0.44 0.04 1.59
C -0.45 0.17 -0.90
N -0.78 0.25 1.40
O -1.17 0.57 0.21
S 1.58 0.29 0.27
H 0.87 -0.11 2.58
H -0.17 -0.92 -0.96
H -0.51 0.80 -1.82
*
```

Values from the calculation:
- LUMO energy (eV) = -0.31

C2H3NOS in the gas phase at a distorted geometry. Source: the OMol25 dataset; level of theory: ωB97M-V/def2-TZVPD.

Geometry as ORCA input:
```
! RIJCOSX wB97M-V def2-TZVPD def2/J DEFGRID3
* xyz 0 1
C 0.72 0.23 1.39
C -0.95 -0.12 -0.61
H 1.56 1.02 0.77
H -1.10 -0.53 1.49
H -1.88 -0.80 -0.98
N -0.37 -0.39 0.70
O 0.56 0.44 2.63
S 0.06 -0.07 -1.99
*
```

Values from the calculation:
- LUMO energy (eV) = -1.35
- SMILES string = O=CNC=S

2 unconnected molecules or ions with the total composition C2H3NOS at a distorted geometry. Source: the OMol25 dataset; level of theory: ωB97M-V/def2-TZVPD.

Geometry as ORCA input:
```
! RIJCOSX wB97M-V def2-TZVPD def2/J DEFGRID3
* xyz 0 1
C 0.64 0.81 0.26
C -0.42 -0.14 0.41
H 2.97 -0.67 -1.00
H 0.38 1.84 -0.15
H 0.00 -1.08 0.98
N 1.88 0.54 -0.16
O 2.03 -0.78 -0.02
S -2.13 -0.10 -0.16
*
```

Values from the calculation:
- LUMO energy (eV) = -1.67

C2H3NOS in the gas phase at a distorted geometry. Source: the OMol25 dataset; level of theory: ωB97M-V/def2-TZVPD.

Geometry as ORCA input:
```
! RIJCOSX wB97M-V def2-TZVPD def2/J DEFGRID3
* xyz 0 1
C 1.78 -0.02 0.04
C -2.01 0.25 0.12
H 2.31 -1.03 0.43
H 2.65 0.85 -0.25
H -1.53 1.23 0.08
N 0.50 0.04 -0.26
O -3.11 -0.20 -0.10
S -0.59 -1.12 -0.06
*
```

Values from the calculation:
- LUMO energy (eV) = 0.22
- SMILES string = C=NSC=O

C2H3NOS in the gas phase at a distorted geometry. Source: the OMol25 dataset; level of theory: ωB97M-V/def2-TZVPD.

Geometry as ORCA input:
```
! RIJCOSX wB97M-V def2-TZVPD def2/J DEFGRID3
* xyz 0 1
C -0.84 0.99 -1.16
C 0.85 -1.07 1.10
H -0.77 2.09 -1.27
H -1.58 0.38 -1.75
H 0.83 -2.13 1.10
N -0.13 0.61 -0.16
O 0.07 -0.73 -0.03
S 1.57 -0.15 2.18
*
```

Values from the calculation:
- LUMO energy (eV) = -0.01
- SMILES string = C=NOC=S

C2H3NOS in the gas phase at a distorted geometry. Source: the OMol25 dataset; level of theory: ωB97M-V/def2-TZVPD.

Geometry as ORCA input:
```
! RIJCOSX wB97M-V def2-TZVPD def2/J DEFGRID3
* xyz 0 1
C -1.81 1.58 -1.70
C -0.05 -0.28 -0.33
N -1.16 -0.52 -1.25
O -2.04 2.20 -0.76
S -1.10 0.43 -2.57
H 0.54 -1.18 -0.33
H 0.57 0.65 -0.59
H -0.50 -0.08 0.63
*
```

Values from the calculation:
- LUMO energy (alpha / beta) (eV) = -0.18 / -0.18

C2H3NOS in the gas phase at a distorted geometry. Source: the OMol25 dataset; level of theory: ωB97M-V/def2-TZVPD.

Geometry as ORCA input:
```
! RIJCOSX wB97M-V def2-TZVPD def2/J DEFGRID3
* xyz 0 1
C 1.59 0.87 0.25
C -1.35 0.11 0.15
H 2.61 1.24 0.16
H 0.92 1.15 1.10
H -2.21 -0.37 0.59
N 1.25 -0.17 -0.42
O -1.25 1.27 -0.25
S -0.10 -1.05 0.04
*
```

Values from the calculation:
- LUMO energy (eV) = 0.19
- SMILES string = C=NSC=O

C2H3NOS in the gas phase at a distorted geometry. Source: the OMol25 dataset; level of theory: ωB97M-V/def2-TZVPD.

Geometry as ORCA input:
```
! RIJCOSX wB97M-V def2-TZVPD def2/J DEFGRID3
* xyz 0 1
C 0.05 -0.60 -1.25
C -0.04 0.52 1.26
N 0.71 -1.07 -0.24
O 0.91 -0.27 0.92
S -0.81 0.85 -1.45
H -0.02 -1.27 -1.98
H -1.04 0.62 0.77
H 0.26 1.23 1.98
*
```

Values from the calculation:
- LUMO energy (alpha / beta) (eV) = -1.29 / -1.29

C2H3NOS in the gas phase at a distorted geometry. Source: the OMol25 dataset; level of theory: ωB97M-V/def2-TZVPD.

Geometry as ORCA input:
```
! RIJCOSX wB97M-V def2-TZVPD def2/J DEFGRID3
* xyz 0 1
C 1.46 2.28 -0.90
C 0.12 -0.03 0.17
N 0.97 1.14 0.36
O 1.99 2.15 -1.95
S 0.48 2.90 0.27
H -0.59 0.06 1.08
H -0.33 -0.07 -0.82
H 0.72 -0.96 0.12
*
```

Values from the calculation:
- LUMO energy (eV) = -0.09
- SMILES string = CN1SC1=O

C2H3NOS in the gas phase at a distorted geometry. Source: the OMol25 dataset; level of theory: ωB97M-V/def2-TZVPD.

Geometry as ORCA input:
```
! RIJCOSX wB97M-V def2-TZVPD def2/J DEFGRID3
* xyz 0 1
C 1.48 -0.38 0.07
C 0.41 0.44 -0.02
N -0.79 -0.22 0.09
O -3.20 -0.55 -0.03
S -2.24 0.51 0.05
H 2.52 0.05 -0.10
H 1.18 -1.34 0.21
H 0.65 1.49 -0.27
*
```

Values from the calculation:
- LUMO energy (alpha / beta) (eV) = -1.28 / -1.27

2 unconnected molecules or ions with the total composition C2H3NOS at a distorted geometry. Source: the OMol25 dataset; level of theory: ωB97M-V/def2-TZVPD.

Geometry as ORCA input:
```
! RIJCOSX wB97M-V def2-TZVPD def2/J DEFGRID3
* xyz 0 1
C -0.21 -0.60 1.94
C 0.16 1.01 -1.54
N -0.65 -1.36 1.13
O 0.03 0.33 2.59
S 0.95 -0.37 -1.80
H -0.23 1.61 -2.41
H 0.19 1.48 -0.55
H -0.25 -2.10 0.64
*
```

Values from the calculation:
- LUMO energy (eV) = -0.61
- SMILES string = N=C=O.C=S

C2H3NOS2 in the gas phase at a distorted geometry. Source: the OMol25 dataset; level of theory: ωB97M-V/def2-TZVPD.

Geometry as ORCA input:
```
! RIJCOSX wB97M-V def2-TZVPD def2/J DEFGRID3
* xyz 0 1
C -0.59 -0.90 0.15
C -0.60 0.69 0.01
N 0.41 -1.60 0.01
O 0.48 1.34 0.48
S 1.97 -0.89 -0.10
S 1.99 1.26 -0.27
H -1.54 -1.46 0.24
H -0.69 0.65 -1.15
H -1.42 0.91 0.62
*
```

Values from the calculation:
- LUMO energy (eV) = -0.43
- SMILES string = C1=NSSOC1

C2H3NOS2 in the gas phase at a distorted geometry. Source: the OMol25 dataset; level of theory: ωB97M-V/def2-TZVPD.

Geometry as ORCA input:
```
! RIJCOSX wB97M-V def2-TZVPD def2/J DEFGRID3
* xyz 0 1
C -0.57 0.03 1.31
C -0.78 1.15 -1.27
H 2.87 -0.39 1.32
H -1.39 0.24 2.06
H -0.42 2.01 -0.64
N 0.62 -0.20 1.84
O -0.89 1.11 -2.50
S 1.70 -0.63 0.59
S -1.08 -0.39 -0.33
*
```

Values from the calculation:
- LUMO energy (eV) = -0.22
- SMILES string = O=CS/C=N\S

C2H3NOS3 in the gas phase at a distorted geometry. Source: the OMol25 dataset; level of theory: ωB97M-V/def2-TZVPD.

Geometry as ORCA input:
```
! RIJCOSX wB97M-V def2-TZVPD def2/J DEFGRID3
* xyz 0 1
C 0.02 -0.82 -0.48
C 0.99 0.28 -0.05
H -2.22 1.50 -0.02
H -1.89 -1.34 -0.56
H 2.85 0.84 1.17
N -1.31 -0.61 -0.22
O 0.44 -1.80 -1.04
S -2.01 0.50 0.85
S 2.17 -0.32 1.07
S 0.95 1.76 -0.72
*
```

Values from the calculation:
- LUMO energy (eV) = -0.79
- SMILES string = O=C(NS)C(=S)S

A molecular structure, C2H3NS2 at a distorted geometry. Source: the OMol25 dataset; level of theory: ωB97M-V/def2-TZVPD.

Geometry as ORCA input:
```
! RIJCOSX wB97M-V def2-TZVPD def2/J DEFGRID3
* xyz 0 3
C 1.07 0.43 0.19
C -1.21 -0.83 -0.06
N 1.98 1.19 0.05
S -1.21 0.92 0.21
S 0.67 -1.17 0.13
H -1.97 -1.43 0.56
H -1.45 -1.30 -1.05
H 2.13 2.20 -0.02
*
```

Values from the calculation:
- LUMO energy (alpha / beta) (eV) = 0.85 / -2.51
- ⟨S²⟩ = 2.006

2 unconnected molecules or ions with the total composition C2H3O2 at a distorted geometry. Source: the OMol25 dataset; level of theory: ωB97M-V/def2-TZVPD.

Geometry as ORCA input:
```
! RIJCOSX wB97M-V def2-TZVPD def2/J DEFGRID3
* xyz 1 1
C 0.22 -0.35 0.54
C -0.50 0.64 -0.27
O 0.38 0.75 -1.34
O -0.07 -0.55 -0.92
H 1.81 -0.41 0.72
H -0.21 -0.98 1.30
H -1.64 0.90 -0.02
*
```

Values from the calculation:
- LUMO energy (eV) = -5.68

For the records above, the corresponding electronic energy values read -25773.16643 -16491.06144 -16494.07123 -16494.68960 -16491.60686 -16492.54041 -16489.16872 -16492.51313 -16492.40588 -16491.98437 -16493.60896 -16490.85539 -16492.10122 -16492.86609 -16494.18946 -27327.84869 -27328.78951 -38165.18998 -25278.58341 -6200.58882 eV.